{
  "formula": "C11H22MgN6O5",
  "method": "ωB97M-V/def2-TZVPD",
  "energy_ev": -36384.2276,
  "e_homo_ha": [-0.1929, -0.1556],
  "fmax_ev_per_a": 3.22,
  "relative_energy_kj_mol": 0.0,
  "species": ["O", "H", "Mg", "N", "N", "O", "O", "C", "C", "C", "C", "H", "H", "H", "H", "H", "H", "H", "H", "O", "H", "H", "C", "H", "H", "H", "O", "H", "H", "N", "C", "C", "N", "C", "C", "N", "C", "C", "N", "H", "H", "H", "H", "H", "H"],
  "xyz": [[-0.9619, -2.8025, -1.7451], [-1.0913, -3.7305, -2.0481], [-0.1060, -0.0887, -0.1359], [1.9519, 0.6610, 0.2622], [1.1282, -0.7951, -1.7136], [2.3908, 1.7251, 1.1283], [0.6406, -1.2924, -2.9219], [2.8541, 0.4813, -0.7047], [2.3806, -0.3181, -1.8100], [4.2099, 1.0993, -0.6545], [3.1847, -0.5658, -3.0307], [4.5944, 1.1804, 0.3663], [4.2486, 2.0927, -1.1049], [4.9049, 0.4759, -1.2333], [2.5008, -0.7595, -3.8658], [3.8128, -1.4566, -2.8891], [3.8486, 0.2731, -3.2784], [1.6048, 1.8929, 1.6928], [-0.0049, -1.9800, -2.5857], [-0.5738, 1.8067, -1.1561], [-0.0035, 2.5530, -0.9028], [-0.6827, 1.8418, -2.1219], [-0.4546, -2.8545, -0.2866], [-1.1740, -2.3321, 0.3469], [0.5419, -2.3989, -0.2081], [-0.3965, -3.9397, -0.0037], [0.6907, -1.5989, 2.4811], [1.5357, -1.2093, 2.1582], [0.1727, -0.8373, 2.8318], [-4.0502, 0.0481, 0.9152], [-4.3904, -0.7385, -0.1774], [-3.2105, -1.0587, -0.7881], [-2.1575, -0.4698, -0.0953], [-2.7064, 0.2049, 0.9404], [-1.9712, 1.0708, 1.8539], [-0.6369, 1.2462, 1.9098], [-0.4243, 2.2738, 2.8198], [-1.6249, 2.6698, 3.3624], [-2.5809, 1.8872, 2.7504], [-4.6877, 0.4339, 1.6012], [-5.4005, -1.0274, -0.4089], [-3.0163, -1.6594, -1.6591], [0.5424, 2.6910, 3.0310], [-1.8569, 3.3824, 4.1290], [-3.5757, 1.9224, 2.9491]]
}

{
  "formula": "C6H6",
  "method": "ωB97M-V/def2-TZVPD",
  "energy_ev": -6312.1877,
  "e_homo_ha": [-0.2629, -0.2671],
  "fmax_ev_per_a": 0.48,
  "relative_energy_kj_mol": 676.6,
  "species": ["C", "C", "C", "C", "C", "C", "H", "H", "H", "H", "H", "H"],
  "xyz": [[0.4911, 0.1854, 1.8465], [0.1274, 1.2435, 0.8495], [-0.2555, 0.9332, -0.4483], [-0.4937, -0.0403, -1.2609], [-0.4063, -1.0500, -2.1374], [-0.4362, -2.0667, -2.8273], [0.0621, 0.3135, 2.8460], [0.2292, -0.8037, 1.4641], [1.5837, 0.2401, 1.9445], [0.2720, 2.2872, 1.1132], [-1.0870, 1.6919, -0.0434], [-0.0868, -2.9341, -3.3466]]
}